Entry 1:
The following is a DFT calculation (ωB97M-V/def2-TZVPD) of the ion C22H27ClN3S with charge +1 at a distorted geometry.

Positions of all 54 atoms, in Å:
C: -2.700 -2.474 2.094
N: -1.388 -2.838 1.549
C: -1.024 -4.222 1.846
C: -0.413 -1.838 1.849
Cl: 1.289 -2.513 1.925
H: -3.344 -3.362 2.086
H: -2.618 -2.132 3.141
H: -3.146 -1.662 1.502
H: -1.944 -4.809 1.848
H: -0.345 -4.595 1.070
H: -0.537 -4.330 2.825
H: -0.575 -1.470 2.883
C: -0.510 1.364 -3.648
C: -0.061 0.154 -2.827
C: -0.396 -1.144 -3.561
C: -0.596 0.208 -1.390
C: -0.259 1.568 -0.805
N: -0.577 1.612 0.621
C: -0.650 2.819 1.349
C: -0.897 2.579 2.695
C: -1.016 3.653 3.578
C: -0.892 4.963 3.079
C: -0.599 5.184 1.725
C: -0.447 4.099 0.846
S: -0.976 0.849 3.041
C: -0.668 0.506 1.386
N: -0.481 -0.743 0.917
C: -0.071 -0.945 -0.538
C: 1.433 -1.121 -0.674
C: 1.966 -2.247 -1.317
C: 3.334 -2.309 -1.592
C: 4.171 -1.261 -1.218
C: 3.653 -0.169 -0.528
C: 2.286 -0.117 -0.218
H: -1.600 1.492 -3.614
H: -0.037 2.288 -3.299
H: -0.213 1.229 -4.693
H: 1.041 0.207 -2.743
H: -1.463 -1.392 -3.493
H: -0.142 -1.019 -4.620
H: 0.187 -1.993 -3.190
H: -1.700 0.121 -1.412
H: 0.799 1.825 -0.965
H: -0.833 2.366 -1.294
H: -1.205 3.459 4.634
H: -1.020 5.810 3.757
H: -0.498 6.204 1.356
H: -0.176 4.243 -0.198
H: -0.598 -1.866 -0.818
H: 1.306 -3.082 -1.576
H: 3.732 -3.186 -2.103
H: 5.241 -1.307 -1.452
H: 4.295 0.653 -0.212
H: 1.881 0.691 0.396

Results
Total charge   +1
Calculated total energy   -1876.97191 hartree
Frontier orbital gap   9.1 eV
2S+1   1


Entry 2:
The following is a DFT calculation (ωB97M-V/def2-TZVPD) of a structure of composition C22H27CsN4O2S2 at a distorted geometry.

Positions of all 58 atoms, in Å:
Cs: -0.587 0.060 1.349
C: -1.024 -2.922 4.170
C: -2.332 -2.147 4.093
N: -2.081 -0.736 3.822
C: -1.811 -0.107 5.119
C: -0.809 1.038 5.120
S: 0.797 0.662 4.396
C: 1.248 -0.948 5.110
C: 1.284 -2.060 4.140
N: 0.053 -2.360 3.337
H: -1.077 -3.987 3.897
H: -0.650 -3.025 5.182
H: -2.793 -2.260 5.109
H: -2.957 -2.537 3.295
H: -2.942 -0.291 3.496
H: -1.542 -0.875 5.847
H: -2.720 0.371 5.502
H: -0.485 1.362 6.132
H: -1.218 1.934 4.646
H: 0.674 -1.165 6.023
H: 2.256 -0.701 5.534
H: 1.635 -2.960 4.717
H: 1.968 -1.772 3.314
H: 0.342 -3.125 2.708
C: -1.507 4.355 -5.358
C: -1.842 3.046 -4.689
C: -1.988 2.968 -3.292
C: -2.114 1.739 -2.583
C: -1.987 0.575 -3.343
C: -1.884 0.552 -4.747
C: -1.709 1.804 -5.345
S: -1.766 -0.857 -2.347
O: -1.914 -1.996 -3.215
O: -2.628 -0.875 -1.173
N: -0.281 -0.828 -1.663
C: 0.869 -0.820 -2.354
C: 1.018 -1.107 -3.773
C: 2.116 -0.753 -4.478
C: 3.198 -0.175 -3.855
C: 3.336 -0.165 -2.475
C: 4.444 0.361 -1.730
C: 4.345 0.564 -0.358
C: 3.117 0.193 0.248
N: 2.089 -0.242 -0.383
C: 2.100 -0.474 -1.658
H: -2.296 4.760 -5.998
H: -0.604 4.259 -6.014
H: -1.245 5.160 -4.664
H: -2.070 3.854 -2.729
H: -2.421 1.715 -1.524
H: -1.797 -0.397 -5.308
H: -1.539 1.761 -6.397
H: 0.203 -1.698 -4.172
H: 2.089 -0.887 -5.577
H: 3.999 0.337 -4.444
H: 5.377 0.549 -2.246
H: 5.087 1.073 0.259
H: 2.973 0.200 1.326

Results
Calculated total energy   -2040.47575 hartree
Energy above the lowest of the compared OMol25 structures with the same formula, charge and spin   27.8 kcal per mole
Frontier orbital gap   5.9 eV
2S+1   1


Entry 3:
The following is a DFT calculation (ωB97M-V/def2-TZVPD) of a structure of composition C22H27F19I3N3O13P3S3 at a distorted geometry.

Positions of all 93 atoms, in Å:
C: 2.196 -4.590 -3.897
C: 1.205 -3.646 -3.160
I: 0.956 -4.235 -1.071
C: 1.188 -2.136 -3.474
I: 1.240 -2.181 -5.689
C: 2.122 -1.111 -2.787
S: 2.641 0.233 -3.976
O: 3.392 1.185 -3.223
O: 1.490 0.808 -4.548
F: 3.657 -0.327 -4.968
C: 3.368 -1.668 -2.024
C: 4.372 -2.533 -2.784
O: 5.016 -2.202 -3.742
N: 4.534 -3.815 -2.230
C: 5.361 -4.686 -2.955
O: 4.958 -5.747 -3.373
F: 6.622 -4.365 -3.100
C: 3.896 -0.681 -0.834
P: 4.869 -1.877 0.272
S: 6.603 -2.438 -0.351
P: 5.266 0.635 -1.239
N: 6.323 0.691 0.096
O: 6.203 0.039 -2.434
C: 2.478 -0.174 -0.354
C: 1.712 -0.905 0.775
C: 2.403 -1.363 2.046
O: 3.187 -0.778 2.716
I: 1.769 -3.315 2.785
C: 2.473 1.375 -0.126
P: 2.886 2.067 1.514
O: 2.779 3.510 1.333
O: 4.327 1.739 2.074
O: 1.745 1.642 2.556
N: 1.559 -0.284 -1.618
S: -0.224 -0.206 -1.464
O: -0.650 0.361 -2.672
O: -0.762 -1.462 -1.159
F: -0.649 0.792 -0.370
H: 1.687 -5.174 -4.654
H: 2.540 -5.315 -3.170
H: 3.052 -4.106 -4.350
H: 0.259 -4.000 -3.548
H: 0.152 -1.833 -3.450
H: 2.889 -2.404 -1.365
H: 3.664 -4.238 -1.933
H: 5.080 -1.132 1.442
H: 3.986 -2.961 0.524
H: 7.232 0.339 -0.201
H: 6.463 1.675 0.290
H: 5.747 0.315 -3.241
H: 1.261 -1.799 0.350
H: 0.946 -0.239 1.177
H: 3.006 1.895 -0.918
H: 1.461 1.784 -0.225
H: 4.813 2.574 2.011
H: 2.179 1.417 3.392
H: 1.651 0.684 -1.994
C: -4.533 1.042 -0.016
C: -4.718 -0.176 -0.948
C: -4.185 -0.070 -2.379
F: -4.778 0.905 -3.081
F: -4.416 -1.229 -3.043
F: -6.015 -0.533 -0.956
F: -4.033 -1.209 -0.367
O: -5.638 1.924 0.159
C: -5.881 2.965 -0.718
C: -7.220 2.806 -1.445
F: -7.254 1.663 -2.151
F: -7.384 3.831 -2.309
F: -4.852 3.137 -1.566
F: -5.950 4.087 0.032
H: -4.385 0.615 0.958
H: -3.616 1.590 -0.237
H: -3.106 0.103 -2.367
H: -8.045 2.800 -0.731
C: -3.058 2.664 4.425
C: -3.974 1.660 3.690
C: -5.443 2.046 3.485
F: -6.086 2.212 4.648
F: -6.067 1.045 2.821
F: -3.885 0.458 4.289
F: -3.427 1.507 2.430
O: -2.789 2.453 5.806
C: -3.638 2.932 6.794
C: -4.258 1.799 7.618
F: -4.966 0.961 6.837
F: -5.099 2.319 8.534
F: -4.561 3.757 6.277
F: -2.880 3.674 7.623
H: -2.082 2.544 3.955
H: -3.348 3.695 4.225
H: -5.529 2.963 2.895
H: -3.480 1.226 8.126

Results
Total charge   +1
Calculated total energy   -7005.76292 hartree
Frontier orbital gap   6.4 eV
2S+1   1


Entry 4:
The following is a DFT calculation (ωB97M-V/def2-TZVPD) of the molecule C22H27FN2O3.

Positions of all 55 atoms, in Å:
C: 6.580 2.936 -1.726
C: 7.565 2.102 -0.906
C: 6.899 1.570 0.346
O: 7.190 2.000 1.442
C: 5.848 0.539 0.181
C: 5.653 -0.203 -0.986
C: 4.651 -1.144 -1.056
C: 3.804 -1.376 0.033
C: 3.994 -0.643 1.203
C: 5.008 0.291 1.266
H: 5.163 0.859 2.171
H: 3.362 -0.786 2.066
O: 2.862 -2.332 -0.171
C: 1.935 -2.675 0.840
C: 0.671 -1.786 0.839
O: 0.892 -0.546 1.467
H: 1.446 0.002 0.896
C: 0.135 -1.639 -0.603
N: -1.212 -1.143 -0.757
C: -2.247 -2.008 -0.231
C: -3.612 -1.548 -0.752
N: -3.834 -0.183 -0.335
C: -5.121 0.308 -0.182
C: -5.326 1.516 0.497
C: -6.594 2.010 0.718
C: -7.685 1.289 0.269
C: -7.525 0.090 -0.396
C: -6.250 -0.393 -0.623
H: -6.141 -1.318 -1.166
H: -8.391 -0.452 -0.742
F: -8.934 1.768 0.486
H: -6.745 2.939 1.244
H: -4.480 2.068 0.877
C: -2.785 0.686 -0.829
H: -2.969 1.713 -0.521
C: -1.432 0.216 -0.300
H: -0.645 0.856 -0.705
H: -1.423 0.291 0.798
H: -2.759 0.650 -1.930
H: -4.380 -2.190 -0.320
H: -3.627 -1.645 -1.849
H: -2.058 -3.030 -0.565
H: -2.279 -1.994 0.872
H: 0.800 -0.963 -1.152
H: 0.183 -2.618 -1.086
H: -0.074 -2.287 1.466
H: 1.640 -3.702 0.609
H: 2.398 -2.659 1.831
H: 4.498 -1.729 -1.949
H: 6.293 -0.066 -1.843
H: 8.403 2.729 -0.597
H: 7.953 1.277 -1.505
H: 7.073 3.335 -2.610
H: 6.211 3.769 -1.133
H: 5.728 2.337 -2.042

Results
Calculated total energy   -1289.60002 hartree
Energy above the lowest of the compared OMol25 structures with the same formula, charge and spin   27.9 kcal per mole
Frontier orbital gap   8.2 eV
2S+1   1


Entry 5:
The following is a DFT calculation (ωB97M-V/def2-TZVPD) of a structure of composition C22H27FeN3O2S4.

Positions of all 59 atoms, in Å:
Fe: -0.539 -0.002 0.054
N: -0.866 0.577 3.519
C: -0.749 2.003 3.827
C: 0.303 2.682 2.954
C: -0.123 2.788 1.488
O: -0.525 3.870 1.085
O: -0.050 1.721 0.761
H: -1.229 0.462 2.576
H: -1.548 0.137 4.126
H: -0.447 2.094 4.874
H: -1.695 2.549 3.716
H: 1.249 2.146 3.040
H: 0.454 3.701 3.310
C: 1.649 -0.558 -4.840
C: 0.271 -0.568 -5.029
C: -0.583 -0.215 -4.000
C: -0.066 0.136 -2.754
C: 1.309 0.160 -2.564
C: 2.161 -0.184 -3.606
N: -0.942 0.470 -1.687
N: -1.889 1.263 -2.099
C: -2.884 1.521 -1.209
C: -3.756 2.579 -1.556
C: -4.842 2.880 -0.784
C: -5.128 2.105 0.356
C: -4.322 1.045 0.680
C: -3.163 0.734 -0.063
H: 2.316 -0.824 -5.651
H: -0.140 -0.852 -5.990
H: -1.656 -0.209 -4.133
H: 1.704 0.493 -1.614
H: 3.234 -0.137 -3.457
H: -3.511 3.150 -2.443
H: -5.481 3.715 -1.048
H: -5.984 2.346 0.975
H: -4.539 0.421 1.537
C: 3.847 -2.137 -0.804
C: 4.187 -1.137 0.300
S: 2.868 0.043 0.718
C: 2.398 -0.490 2.369
C: 1.708 -1.835 2.443
S: 0.081 -1.843 1.624
C: 0.199 -3.246 0.491
C: 1.143 -3.132 -0.697
S: 2.875 -3.593 -0.340
H: 4.780 -2.548 -1.197
H: 3.345 -1.642 -1.635
H: 5.037 -0.539 -0.037
H: 4.498 -1.656 1.208
H: 1.711 0.276 2.723
H: 3.281 -0.477 3.013
H: 1.509 -2.061 3.493
H: 2.325 -2.630 2.029
H: -0.832 -3.315 0.133
H: 0.406 -4.149 1.070
H: 1.127 -2.131 -1.125
H: 0.801 -3.820 -1.472
S: -2.975 -1.754 1.029
C: -2.315 -0.383 0.311

Results
Total charge   -1
Calculated total energy   -4025.72525 hartree
Expectation value of S²   0.927
Energy above the lowest of the compared OMol25 structures with the same formula, charge and spin   31.0 kcal per mole
Frontier orbital gap (spin up / spin down)   5.4 / 5.7 eV
2S+1   2


Entry 6:
The following is a DFT calculation (ωB97M-V/def2-TZVPD) of a structure of composition C22H27InO at a distorted geometry.

Positions of all 51 atoms, in Å:
In: 0.028 0.093 -0.023
C: -1.778 1.406 1.742
C: -2.314 1.212 0.417
C: -2.941 -0.082 0.395
H: -2.398 1.975 -0.358
C: -2.758 -0.676 1.669
C: -2.054 0.239 2.494
H: -1.803 0.088 3.546
H: -1.343 2.337 2.107
H: -3.543 -0.469 -0.428
H: -3.157 -1.640 1.983
C: 2.163 -0.599 1.373
C: 1.618 -0.783 2.668
C: 0.774 -1.925 2.647
H: 1.849 -0.182 3.544
C: 0.804 -2.492 1.354
C: 1.615 -1.640 0.508
H: 1.993 -1.901 -0.480
H: 2.947 0.099 1.089
H: 0.251 -2.334 3.506
H: 0.403 -3.457 1.057
O: -0.170 0.034 -2.066
C: -1.280 -3.280 -2.009
C: -1.518 -2.137 -2.964
C: -2.227 -3.568 -0.913
C: 0.007 -4.017 -2.111
C: -1.134 -0.573 -2.904
H: -2.623 -2.109 -3.092
H: -1.031 -2.468 -3.909
H: -0.735 -0.277 -3.885
H: -2.069 0.014 -2.781
H: -2.705 -4.564 -1.005
H: -3.034 -2.833 -0.888
H: -1.739 -3.543 0.072
H: -0.038 -4.902 -2.771
H: 0.371 -4.369 -1.139
H: 0.774 -3.359 -2.541
C: 0.893 2.046 -0.867
C: 1.599 3.061 -0.080
C: 2.301 4.063 -0.780
C: 2.975 5.067 -0.098
C: 2.967 5.084 1.305
C: 2.284 4.083 2.010
C: 1.595 3.079 1.330
H: -0.013 2.448 -1.339
H: 1.543 1.642 -1.654
H: 2.308 4.036 -1.875
H: 3.510 5.838 -0.650
H: 3.494 5.868 1.843
H: 2.286 4.082 3.102
H: 1.054 2.282 1.851

Results
Total charge   -2
Calculated total energy   -1119.63238 hartree
Frontier orbital gap (spin up / spin down)   2.6 / 2.5 eV
2S+1   1


Entry 7:
The following is a DFT calculation (ωB97M-V/def2-TZVPD) of a structure of composition C22H27N3O2Rh.

Positions of all 55 atoms, in Å:
Rh: -0.425 -1.068 0.259
C: -1.419 -4.401 2.149
C: -0.345 -3.606 1.469
C: 0.600 -2.886 2.215
C: 1.628 -2.188 1.591
C: 1.740 -2.176 0.191
C: 0.798 -2.876 -0.578
C: -0.239 -3.567 0.070
H: -2.143 -4.794 1.438
H: -1.939 -3.804 2.898
H: -0.965 -5.246 2.671
H: 0.538 -2.888 3.297
H: 2.355 -1.657 2.191
H: 2.567 -1.671 -0.289
H: 0.886 -2.919 -1.655
H: -0.967 -4.110 -0.520
C: -4.330 0.956 2.335
N: -4.133 0.027 1.196
C: -5.208 -0.443 0.487
C: -5.063 -1.266 -0.569
C: -3.740 -1.636 -0.939
N: -2.698 -1.192 -0.219
C: -2.899 -0.357 0.818
O: -1.851 0.035 1.423
N: -3.510 -2.421 -1.985
H: -5.228 0.656 2.865
H: -4.431 1.972 1.963
H: -3.475 0.881 2.996
H: -6.177 -0.111 0.835
H: -5.923 -1.625 -1.113
H: -4.270 -2.756 -2.554
H: -2.573 -2.615 -2.291
C: 5.235 4.134 0.196
C: 4.105 3.400 -0.367
C: 3.909 3.316 -1.769
C: 2.836 2.664 -2.290
C: 2.641 2.620 -3.781
C: 1.907 2.012 -1.367
C: 0.801 1.232 -2.031
O: 0.097 0.402 -1.495
C: 2.046 2.115 0.056
C: 1.027 1.604 1.044
C: 3.133 2.789 0.522
H: 6.007 4.367 -0.532
H: 5.649 3.624 1.072
H: 4.838 5.088 0.593
H: 4.624 3.799 -2.424
H: 3.402 3.222 -4.270
H: 1.667 3.011 -4.081
H: 2.728 1.600 -4.165
H: 0.641 1.440 -3.091
H: 0.080 2.138 0.942
H: 1.383 1.740 2.063
H: 0.791 0.538 0.939
H: 3.292 2.894 1.590

Results
Total charge   +3
Calculated total energy   -1278.80613 hartree
Expectation value of S²   6.040
Energy above the lowest of the compared OMol25 structures with the same formula, charge and spin   0.0 kcal per mole
Frontier orbital gap (spin up / spin down)   7.8 / 4.9 eV
2S+1   5


Entry 8:
The following is a DFT calculation (ωB97M-V/def2-TZVPD) of the molecule C22H27N3O3 at a distorted geometry.

Positions of all 55 atoms, in Å:
C: -4.209 -2.612 0.985
H: -3.781 -2.099 1.852
O: -4.005 -1.881 -0.198
C: -2.729 -1.511 -0.532
C: -1.605 -2.015 0.101
C: -0.313 -1.659 -0.291
C: -0.156 -0.772 -1.356
C: -1.265 -0.250 -1.979
C: -2.560 -0.586 -1.584
O: -3.539 0.027 -2.299
C: -4.871 0.087 -1.829
C: -5.017 0.670 -0.445
C: -4.062 1.534 0.072
C: -4.199 2.045 1.351
C: -5.299 1.709 2.120
C: -6.264 0.860 1.603
C: -6.122 0.342 0.329
H: -6.871 -0.328 -0.070
H: -7.127 0.598 2.197
H: -5.406 2.107 3.118
H: -3.444 2.709 1.745
H: -3.204 1.806 -0.526
H: -5.342 -0.901 -1.868
H: -5.372 0.738 -2.557
H: -1.166 0.448 -2.795
H: 0.838 -0.500 -1.670
C: 0.824 -2.208 0.407
N: 2.016 -1.904 0.077
N: 3.047 -2.423 0.755
C: 4.358 -2.106 0.516
O: 5.226 -2.602 1.196
C: 4.598 -1.150 -0.636
N: 4.892 0.194 -0.161
C: 3.787 0.769 0.586
C: 4.191 2.120 1.169
C: 4.613 3.071 0.056
C: 5.730 2.414 -0.744
H: 6.027 3.044 -1.585
H: 6.598 2.264 -0.100
C: 5.269 1.057 -1.266
H: 6.085 0.577 -1.811
H: 4.425 1.200 -1.968
H: 4.950 4.021 0.474
H: 3.761 3.272 -0.598
H: 3.353 2.534 1.734
H: 5.028 1.968 1.852
H: 3.532 0.090 1.402
H: 2.890 0.889 -0.050
H: 5.482 -1.509 -1.171
H: 3.725 -1.171 -1.309
H: 2.871 -3.072 1.529
H: 0.619 -2.893 1.240
H: -1.718 -2.714 0.915
H: -5.290 -2.674 1.105
H: -3.796 -3.624 0.912

Results
Calculated total energy   -1244.46813 hartree
Energy above the lowest of the compared OMol25 structures with the same formula, charge and spin   104.9 kcal per mole
Frontier orbital gap   8.4 eV
2S+1   1